{"formula": "C46H123N7O21", "method": "wB97M-V/def2-TZVPD", "species": ["C", "O", "C", "C", "C", "N", "H", "H", "H", "H", "H", "H", "H", "H", "H", "H", "H", "C", "O", "C", "C", "C", "N", "H", "H", "H", "H", "H", "H", "H", "H", "H", "H", "H", "C", "O", "C", "C", "C", "N", "H", "H", "H", "H", "H", "H", "H", "H", "H", "H", "H", "C", "O", "C", "C", "N", "C", "C", "O", "C", "H", "H", "H", "H", "H", "H", "H", "H", "H", "H", "H", "H", "H", "H", "H", "C", "O", "C", "C", "N", "C", "C", "O", "C", "H", "H", "H", "H", "H", "H", "H", "H", "H", "H", "H", "H", "H", "H", "H", "C", "O", "C", "C", "N", "C", "C", "O", "C", "H", "H", "H", "H", "H", "H", "H", "H", "H", "H", "H", "H", "H", "H", "H", "C", "O", "C", "C", "N", "C", "C", "O", "C", "H", "H", "H", "H", "H", "H", "H", "H", "H", "H", "H", "H", "H", "H", "H", "O", "C", "C", "O", "H", "H", "H", "H", "H", "H", "O", "C", "C", "O", "H", "H", "H", "H", "H", "H", "O", "C", "C", "O", "H", "H", "H", "H", "H", "H", "O", "C", "C", "O", "H", "H", "H", "H", "H", "H", "O", "C", "C", "O", "H", "H", "H", "H", "H", "H"], "xyz": [[9.98070, -17.99473, -6.72182], [10.61115, -17.04248, -5.90435], [10.97749, -17.53776, -4.63344], [9.72869, -17.41424, -3.70750], [9.58413, -15.97451, -3.19006], [9.73475, -18.35478, -2.57268], [9.59523, -17.50001, -7.60876], [9.22981, -18.57060, -6.16882], [10.70194, -18.74764, -7.07655], [11.38265, -18.55270, -4.66111], [11.76001, -16.91280, -4.20001], [8.79237, -17.61462, -4.23434], [8.56200, -15.90949, -2.81063], [9.81919, -15.24483, -3.95861], [10.20384, -15.83435, -2.29889], [9.75172, -19.32087, -2.93197], [10.67063, -18.25862, -2.17013], [13.47223, -17.94194, -1.06477], [12.91504, -19.06170, -1.73599], [12.21383, -19.96484, -0.85500], [13.08936, -21.13335, -0.46717], [13.74733, -21.88877, -1.64229], [12.46324, -22.02479, 0.52476], [12.68830, -17.32934, -0.61446], [14.09367, -17.47885, -1.83396], [14.20448, -18.21333, -0.29388], [11.89251, -19.41291, 0.03407], [11.33091, -20.21941, -1.45101], [13.99792, -20.75663, 0.02224], [13.05731, -22.16201, -2.43834], [14.22790, -22.76376, -1.20335], [14.56656, -21.24340, -1.96207], [12.72012, -21.77678, 1.47912], [11.45979, -21.90770, 0.42360], [4.99433, -24.54963, -1.50874], [5.14280, -25.75702, -0.77401], [6.37115, -25.84067, -0.05218], [6.04633, -25.59099, 1.42874], [7.34331, -25.66409, 2.26434], [5.14942, -26.63186, 1.96831], [4.11623, -24.67837, -2.14263], [5.85304, -24.40614, -2.16847], [4.78988, -23.69710, -0.85328], [6.72045, -26.87124, -0.15493], [7.12053, -25.13967, -0.41404], [5.62820, -24.59685, 1.59129], [7.26555, -25.04976, 3.15634], [8.19616, -25.26872, 1.69972], [7.58226, -26.71758, 2.40901], [5.59332, -27.51896, 1.74083], [4.31254, -26.61212, 1.38679], [12.11907, -18.36000, -11.64733], [11.89415, -19.36486, -10.70184], [11.16875, -20.44478, -11.26847], [10.49460, -21.25288, -10.17868], [11.57933, -21.93357, -9.46489], [11.22504, -22.54120, -8.17855], [12.54619, -22.88215, -7.47782], [13.19663, -21.68561, -7.13156], [14.35677, -21.88121, -6.37262], [12.55360, -18.72403, -12.58522], [12.85972, -17.64096, -11.28855], [11.21620, -17.77121, -11.84152], [11.81946, -21.04241, -11.90916], [10.36000, -20.02197, -11.88304], [9.80438, -22.02669, -10.53411], [9.88587, -20.62519, -9.51075], [12.23202, -21.18620, -9.22986], [10.65689, -23.44719, -8.39347], [10.71368, -21.83001, -7.51562], [13.17558, -23.50764, -8.11690], [12.21663, -23.48851, -6.61976], [15.04428, -22.66739, -6.70313], [14.17202, -22.14202, -5.31978], [14.88128, -20.92630, -6.35317], [11.20501, -21.35271, -4.55564], [10.05960, -20.89535, -3.86172], [8.82010, -21.37622, -4.39530], [7.75651, -21.08987, -3.35674], [8.07892, -21.89002, -2.17162], [7.16379, -21.61237, -1.07263], [7.52684, -22.20422, 0.26410], [8.78183, -21.70366, 0.65402], [9.31253, -22.19849, 1.85223], [11.32436, -22.43881, -4.49411], [12.05970, -20.91046, -4.04310], [11.18272, -21.00973, -5.59023], [8.90865, -22.45778, -4.54220], [8.60848, -20.89022, -5.35232], [6.78382, -21.30431, -3.80209], [7.79458, -20.02019, -3.12360], [9.00418, -21.58625, -1.87889], [6.13186, -21.87558, -1.30782], [7.20013, -20.51566, -0.96403], [7.65232, -23.29708, 0.18537], [6.70927, -22.15647, 0.99296], [8.52821, -22.28981, 2.61529], [10.12680, -21.56996, 2.20652], [9.71792, -23.21838, 1.78652], [1.55860, -15.18689, -1.54519], [1.28574, -16.45121, -1.02932], [2.46473, -17.13053, -0.63172], [2.17248, -18.61968, -0.38630], [2.85477, -19.13925, 0.76514], [4.27887, -19.35641, 0.53366], [4.86133, -20.11766, 1.72491], [4.45414, -21.47880, 1.67596], [4.55195, -22.15616, 2.90265], [0.63358, -14.67467, -1.82474], [2.17253, -15.18977, -2.45066], [1.97090, -14.48797, -0.80575], [2.89958, -16.63095, 0.23919], [3.20500, -17.05728, -1.43762], [2.37933, -19.14986, -1.32902], [1.08339, -18.67992, -0.30741], [2.50920, -20.06192, 1.00815], [4.88534, -18.46685, 0.36852], [4.41968, -20.05228, -0.30901], [4.55974, -19.64088, 2.66135], [5.95309, -20.10034, 1.63237], [4.03135, -21.63121, 3.71004], [5.58928, -22.31055, 3.22845], [4.09622, -23.13775, 2.77889], [9.44421, -25.06023, 5.27656], [10.24770, -24.99995, 4.12274], [11.63184, -25.04903, 4.45777], [12.45393, -24.56791, 3.27445], [12.58721, -25.67290, 2.32605], [13.11302, -25.27250, 1.01391], [13.81149, -26.45016, 0.33886], [14.54625, -26.01005, -0.81159], [13.69981, -25.86577, -1.92736], [8.38341, -24.93713, 5.07762], [9.79214, -24.37942, 6.05904], [9.52637, -26.06396, 5.72240], [11.84578, -26.10381, 4.65601], [11.85675, -24.42367, 5.32792], [13.46047, -24.31820, 3.62125], [12.00667, -23.66074, 2.85085], [11.71010, -26.16814, 2.23644], [13.71672, -24.37690, 1.14918], [12.24835, -24.90933, 0.44423], [13.14460, -27.25918, 0.03429], [14.53222, -26.83063, 1.06219], [12.86011, -25.21030, -1.65606], [13.17839, -26.75306, -2.30636], [14.25839, -25.38194, -2.72627], [6.64455, -21.04208, -7.07148], [6.99138, -20.23132, -8.17726], [6.78940, -20.96597, -9.50564], [7.40060, -20.25846, -10.56370], [5.69198, -21.18030, -7.14876], [6.40001, -19.30573, -8.21072], [8.01810, -19.89378, -8.03204], [5.72692, -21.18840, -9.65070], [7.32703, -21.91679, -9.39349], [7.56269, -20.85600, -11.29696], [8.36458, -24.52899, -3.02072], [9.34550, -25.13647, -2.16764], [9.27307, -26.62434, -2.50069], [10.40126, -27.25731, -1.89725], [8.11855, -23.60828, -2.73468], [10.34380, -24.74578, -2.38366], [9.06002, -24.87168, -1.14859], [9.23747, -26.74052, -3.58311], [8.34530, -26.96825, -2.03279], [10.74958, -27.87051, -2.55067], [13.00526, -20.82405, 3.11963], [12.57810, -19.46795, 3.23939], [13.72870, -18.53575, 2.92632], [14.69769, -18.62153, 3.97296], [13.41034, -21.11509, 3.94244], [11.76830, -19.34060, 2.51734], [12.17464, -19.25437, 4.23170], [13.37077, -17.50605, 2.83676], [14.15599, -18.86063, 1.97311], [15.02686, -17.73240, 4.12035], [7.04102, -25.27705, -8.06695], [7.10874, -24.37071, -6.97054], [6.25246, -24.69265, -5.74985], [6.80808, -25.64399, -4.89705], [7.37051, -26.13281, -7.76885], [8.13616, -24.20859, -6.62615], [6.74825, -23.43798, -7.40100], [5.24705, -25.02015, -6.03542], [6.05826, -23.74419, -5.21782], [7.50941, -25.26474, -4.32353], [9.68214, -18.81258, 1.34014], [8.61343, -17.89419, 1.53063], [8.19310, -17.15047, 0.28414], [7.77726, -18.04312, -0.72138], [9.30242, -19.59383, 0.90608], [7.78920, -18.38868, 2.05595], [8.93228, -17.15790, 2.28013], [8.93066, -16.42226, -0.07472], [7.38596, -16.46432, 0.58511], [8.51120, -18.10120, -1.41491]], "forces_ev_per_a": [[0.640, -0.762, 0.040], [0.512, 0.364, -0.157], [-1.226, 0.079, 0.543], [0.121, 0.023, 0.108], [-0.247, -0.976, 0.624], [0.950, 0.075, -0.106], [-0.303, 0.101, 0.167], [-0.367, 0.276, -0.148], [0.119, 0.088, 0.011], [-0.199, -0.169, -0.201], [0.089, 0.182, -0.271], [0.303, -0.186, -0.516], [-0.050, 0.515, -0.229], [-0.165, 0.106, 0.017], [0.336, 0.118, -0.229], [-0.019, 0.609, 0.029], [-0.191, -0.040, 0.339], [0.720, -0.689, -0.511], [-0.169, -0.034, 0.537], [0.355, 0.765, -0.632], [1.194, -0.716, 0.538], [-0.053, 0.370, 0.847], [-0.515, 0.301, -0.771], [0.108, 0.322, -0.183], [-0.455, 0.656, 0.124], [-0.269, -0.288, 0.199], [-0.153, -0.110, 0.037], [-0.075, -0.618, 0.354], [-0.312, 0.479, 0.254], [0.102, -0.059, -0.108], [-0.214, -0.218, -0.192], [-0.222, -0.074, -0.704], [-0.154, 0.164, -0.333], [-0.060, -0.330, 0.255], [-0.403, -0.559, -0.073], [0.389, 0.177, -0.451], [-1.333, 0.155, 0.719], [1.378, -0.689, 0.641], [0.062, 0.312, -1.202], [-0.269, 0.642, -0.610], [-0.002, -0.034, 0.018], [0.090, 0.258, 0.112], [0.297, 0.101, 0.051], [0.241, 0.029, -0.046], [-0.011, -0.008, -0.252], [-0.369, -0.049, -0.315], [-0.023, -0.501, 0.329], [-0.063, 0.134, 0.000], [0.020, 0.080, 0.632], [-0.072, -0.073, 0.205], [-0.055, -0.092, 0.169], [0.530, 0.865, -0.230], [0.088, -0.354, 0.209], [-1.450, 0.596, -0.317], [0.801, -0.767, 0.723], [-0.064, 0.586, 0.509], [1.336, 0.447, -0.889], [-1.360, -0.697, -0.027], [-0.068, -0.371, -0.010], [0.633, 0.321, 0.901], [-0.310, -0.286, -0.057], [-0.049, -0.227, 0.445], [-0.155, -0.248, -0.191], [0.023, -0.209, 0.100], [0.128, -0.019, -0.197], [0.123, 0.170, -0.498], [0.173, 0.301, -0.175], [0.178, -0.200, -0.132], [-0.198, 0.029, 0.412], [-0.468, -0.240, -0.064], [0.061, 0.048, -0.062], [0.598, 0.170, 0.372], [-0.217, 0.060, -0.638], [-0.478, 0.041, -0.053], [0.098, -0.069, -0.116], [0.116, 0.370, 0.301], [-0.282, -0.430, -0.010], [0.428, -0.026, 0.034], [0.683, 0.106, -0.356], [-0.429, -0.646, -0.076], [-0.207, 1.541, 0.435], [0.443, -1.968, -0.475], [0.314, 1.232, -0.100], [-0.305, -1.031, 0.830], [-0.244, -0.072, -0.131], [0.048, 0.093, -0.147], [0.108, -0.132, -0.077], [-0.087, -0.017, -0.160], [-0.071, -0.018, 0.003], [-0.102, -0.255, 0.337], [-0.289, 0.089, 0.035], [0.047, -0.205, 0.028], [0.109, -0.186, -0.227], [-0.474, 0.006, 0.390], [-0.010, -0.020, -0.354], [0.179, 0.886, 0.139], [0.066, 0.358, 0.102], [-0.172, 0.290, -0.078], [-0.027, 0.019, -0.459], [-0.513, 1.223, -0.119], [-0.058, -0.431, -0.045], [0.409, -0.056, -0.335], [-0.875, 0.817, -0.769], [0.457, -0.054, 0.228], [0.092, -1.329, 0.544], [0.525, 0.189, -0.411], [-0.485, 0.211, -0.133], [0.025, -0.204, 0.285], [-0.244, -0.523, -0.038], [0.287, -0.243, 0.123], [0.491, -0.329, 0.100], [-0.056, -0.192, 0.257], [0.066, 0.174, -0.042], [0.306, -0.185, 0.105], [0.073, -0.128, 0.533], [-0.330, 0.138, -0.027], [-0.328, 0.240, -0.052], [0.171, 0.329, -0.318], [-0.042, -0.072, 0.087], [0.120, 0.182, 0.214], [-0.054, 0.082, -0.064], [0.096, 0.114, -0.120], [-0.026, 0.027, -0.049], [0.331, -1.139, 0.643], [-0.302, 0.850, -0.013], [-0.175, 0.037, -0.464], [-0.039, -0.918, 0.017], [0.502, 0.059, 0.143], [-1.652, -0.220, 0.265], [0.781, 0.909, -0.049], [-0.221, -0.723, -0.044], [-0.757, 1.000, 0.110], [0.121, 0.382, -0.410], [-0.147, 0.340, -0.159], [0.017, -0.013, 0.028], [0.468, 0.098, 0.303], [-0.198, -0.078, 0.125], [0.001, 0.115, 0.033], [-0.105, 0.017, -0.003], [-0.090, 0.136, -0.094], [0.541, -0.332, -0.142], [0.272, 0.016, -0.453], [-0.280, 0.037, 0.224], [0.093, -0.169, -0.141], [0.110, 0.215, -0.177], [0.602, -0.484, 0.234], [0.099, -0.136, -0.016], [-0.434, 0.080, -0.165], [-0.146, 0.917, -0.626], [1.193, -0.898, 0.665], [-0.370, 0.628, -0.004], [0.083, -0.143, 0.297], [-0.060, -0.063, 0.195], [0.130, -0.349, -0.187], [-0.037, 0.178, -0.212], [-0.309, -0.170, 0.065], [-0.081, -0.062, 0.006], [0.010, 0.113, -0.169], [-0.645, 0.618, -0.981], [0.032, 0.850, 1.328], [-0.134, -0.232, -0.480], [0.568, -0.200, 0.286], [0.063, -0.001, 0.058], [0.400, -0.436, 0.284], [0.012, -0.091, 0.002], [0.013, -0.419, -0.372], [0.110, -0.091, 0.224], [-0.131, -0.142, 0.414], [0.067, 0.056, -0.248], [-0.253, -0.094, 0.208], [-0.097, 0.069, -0.169], [0.107, 0.146, -0.032], [0.054, 0.104, -0.017], [0.050, -0.079, 0.062], [-0.104, -0.053, -0.116], [0.139, 0.112, 0.000], [0.177, -0.082, 0.114], [0.176, -0.339, 0.468], [-0.524, 0.384, -0.204], [-0.216, 0.601, -0.056], [0.235, -0.757, 0.098], [-0.066, 0.009, -0.010], [0.121, -0.062, -0.089], [0.116, 0.132, 0.138], [0.198, -0.269, -0.224], [0.288, 0.045, -0.003], [-0.445, 0.127, -0.186], [-0.197, -0.041, -0.187], [0.504, 0.449, 0.883], [-0.570, 0.200, 0.119], [0.256, 0.238, -0.337], [0.085, 0.054, -0.040], [-0.314, -0.166, -0.540], [0.319, 0.007, -0.182], [0.531, -0.490, -0.006], [-0.346, -0.356, -0.081], [-0.436, -0.144, 0.437]], "lowdin_charge": [-0.11, -0.17, -0.17, -0.38, -0.04, 0.06, 0.09, 0.07, 0.09, 0.11, 0.13, 0.13, 0.08, 0.08, 0.07, 0.05, 0.08, -0.10, -0.22, -0.18, -0.40, -0.04, 0.08, 0.09, 0.09, 0.07, 0.11, 0.11, 0.13, 0.06, 0.07, 0.08, 0.04, 0.05, -0.08, -0.18, -0.19, -0.42, -0.05, 0.04, 0.09, 0.07, 0.08, 0.13, 0.08, 0.11, 0.06, 0.06, 0.08, 0.07, 0.07, -0.13, -0.18, -0.22, -0.21, -0.06, -0.19, -0.24, -0.19, -0.11, 0.09, 0.09, 0.09, 0.13, 0.12, 0.12, 0.10, 0.10, 0.12, 0.10, 0.13, 0.12, 0.09, 0.08, 0.09, -0.09, -0.25, -0.18, -0.17, -0.04, -0.17, -0.19, -0.19, -0.10, 0.10, 0.08, 0.07, 0.12, 0.11, 0.13, 0.11, 0.12, 0.11, 0.11, 0.10, 0.11, 0.10, 0.08, 0.08, -0.15, -0.18, -0.23, -0.21, -0.06, -0.19, -0.22, -0.21, -0.12, 0.09, 0.09, 0.09, 0.12, 0.12, 0.12, 0.12, 0.11, 0.12, 0.12, 0.13, 0.10, 0.09, 0.08, 0.09, -0.12, -0.21, -0.22, -0.21, -0.06, -0.21, -0.19, -0.19, -0.13, 0.07, 0.08, 0.09, 0.13, 0.12, 0.12, 0.10, 0.11, 0.11, 0.10, 0.12, 0.12, 0.06, 0.07, 0.09, -0.08, -0.24, -0.25, -0.06, 0.10, 0.13, 0.10, 0.12, 0.11, 0.09, -0.15, -0.20, -0.21, -0.07, 0.05, 0.11, 0.10, 0.13, 0.11, 0.08, -0.09, -0.22, -0.24, -0.06, 0.10, 0.09, 0.13, 0.12, 0.10, 0.08, -0.07, -0.25, -0.27, -0.08, 0.08, 0.12, 0.08, 0.12, 0.11, 0.03, -0.09, -0.24, -0.27, -0.12, 0.06, 0.11, 0.12, 0.11, 0.11, 0.03], "mol_weight_g_mol": 1110.5, "smiles": "COC[C@H](C)N.COC[C@H](C)N.COC[C@H](C)N.COCCNCCOC.COCCNCCOC.COCCNCCOC.COCCNCCOC.OCCO.OCCO.OCCO.OCCO.OCCO", "homo_energy_ev": -8.31, "orbital_gap_ha": 0.31910}